{
  "formula": "C2H6N6",
  "method": "ωB97M-V/def2-TZVPD",
  "fmax_ev_per_a": 5.4,
  "smiles": "C/N=c1/nn[nH]n1N",
  "multiplicity": 1,
  "orbital_gap_ha": 0.3220,
  "lumo_ha": 0.00067,
  "species": ["C", "N", "C", "N", "N", "N", "N", "N", "H", "H", "H", "H", "H", "H"],
  "coordinates": [[0.815, 1.575, -1.331], [0.946, 1.419, 0.163], [0.228, 0.589, 0.752], [0.147, 0.409, 2.146], [-0.774, -0.377, 2.464], [-1.276, -0.939, 1.216], [-0.673, -0.338, 0.193], [-0.033, -1.292, -0.700], [1.047, 2.589, -1.595], [-0.214, 1.291, -1.516], [1.525, 0.920, -1.764], [-1.324, -2.023, 1.243], [0.540, -1.961, -0.220], [-0.953, -1.861, -1.051]]
}

---

{
  "formula": "C2H6N6",
  "method": "ωB97M-V/def2-TZVPD",
  "fmax_ev_per_a": 6.4,
  "smiles": "N/N=c1/cn[nH]n1N",
  "multiplicity": 1,
  "orbital_gap_ha": 0.3080,
  "lumo_ha": 0.00204,
  "species": ["N", "N", "C", "C", "N", "N", "N", "N", "H", "H", "H", "H", "H", "H"],
  "coordinates": [[2.331, -0.351, -0.236], [1.271, -1.195, 0.099], [0.075, -0.996, -0.286], [-1.278, -1.547, -0.149], [-2.226, -0.694, 0.161], [-1.697, 0.529, -0.093], [-0.256, 0.489, -0.618], [0.334, 1.555, 0.182], [3.231, -0.503, 0.298], [1.930, 0.533, -0.037], [-1.172, -2.498, 0.344], [-2.228, 1.150, -0.900], [-0.318, 2.485, 0.083], [0.003, 1.045, 1.151]]
}

---

{
  "formula": "C2H6NO",
  "method": "ωB97M-V/def2-TZVPD",
  "fmax_ev_per_a": 2.9,
  "multiplicity": 1,
  "orbital_gap_ha": 0.4286,
  "charge": 1,
  "lumo_ha": -0.16605,
  "species": ["C", "C", "N", "O", "H", "H", "H", "H", "H", "H"],
  "coordinates": [[-1.520, -0.752, 0.005], [-1.110, 0.678, -0.219], [-0.199, -0.097, 0.061], [2.260, 0.085, -0.007], [-1.853, -1.130, 1.032], [-1.910, -1.269, -0.914], [-1.576, 1.626, -0.509], [0.971, -0.207, 0.151], [2.480, 0.864, -0.511], [2.457, 0.202, 0.911]]
}

---

{
  "formula": "C2H6NO2",
  "method": "ωB97M-V/def2-TZVPD",
  "fmax_ev_per_a": 0.7,
  "multiplicity": 1,
  "orbital_gap_ha": 0.2958,
  "charge": -1,
  "lumo_ha": 0.15404,
  "species": ["O", "C", "O", "H", "C", "N", "H", "H", "H", "H", "H"],
  "coordinates": [[-0.200, -1.810, 0.083], [0.173, -1.652, 1.267], [0.385, -0.596, 1.901], [0.348, -2.609, 1.841], [-0.088, 1.009, -1.100], [-0.158, 2.424, -1.492], [-0.970, 0.442, -1.407], [0.035, 0.895, -0.027], [0.761, 0.545, -1.600], [0.164, 2.629, -2.424], [-1.058, 2.855, -1.335]]
}

---

{
  "formula": "C2H6NO2",
  "method": "ωB97M-V/def2-TZVPD",
  "fmax_ev_per_a": 2.7,
  "multiplicity": 1,
  "orbital_gap_ha": 0.2874,
  "charge": -1,
  "lumo_ha": 0.15043,
  "species": ["C", "O", "H", "H", "H", "C", "N", "O", "H", "H", "H"],
  "coordinates": [[-1.872, -1.456, -1.643], [-0.999, -1.672, -0.563], [-1.901, -0.389, -1.870], [-1.557, -2.090, -2.477], [-2.882, -1.755, -1.352], [1.353, 0.960, 0.979], [0.459, 0.495, 0.104], [1.500, 2.052, 1.545], [2.240, 0.265, 0.942], [-0.527, -0.847, -0.260], [-0.435, 0.934, 0.377]]
}

---

{
  "formula": "C2H6NO2",
  "method": "ωB97M-V/def2-TZVPD",
  "fmax_ev_per_a": 0.7,
  "multiplicity": 1,
  "orbital_gap_ha": 0.4000,
  "charge": 1,
  "lumo_ha": -0.18030,
  "species": ["C", "N", "H", "H", "H", "H", "O", "C", "O", "H", "H"],
  "coordinates": [[0.717, 1.392, 1.434], [1.251, 0.902, 0.399], [-0.109, 0.854, 1.878], [1.055, 2.308, 1.905], [2.009, 1.391, -0.080], [0.923, 0.002, -0.055], [0.356, -1.370, -0.723], [-0.790, -1.544, -1.047], [-1.684, -0.562, -0.980], [-1.200, -2.503, -1.385], [-2.527, -0.870, -1.347]]
}

---

{
  "formula": "C2H6NO2P",
  "method": "ωB97M-V/def2-TZVPD",
  "fmax_ev_per_a": 3.5,
  "multiplicity": 1,
  "orbital_gap_ha": [0.2833, 0.2748],
  "lumo_ha": [-0.05638, -0.07045],
  "species": ["C", "C", "N", "O", "O", "P", "H", "H", "H", "H", "H", "H"],
  "coordinates": [[0.111, -1.063, 0.310], [-0.827, 0.031, -0.019], [-2.169, -0.302, -0.072], [-2.918, 0.615, 0.108], [-2.412, -1.480, -0.180], [-0.744, 1.812, -0.101], [0.994, -0.747, 0.993], [-0.490, -1.890, 0.654], [0.694, -1.491, -0.573], [-0.769, 0.284, -2.027], [-0.310, 2.254, 1.204], [0.439, 1.687, -0.617]]
}

---

{
  "formula": "C2H6NO2P",
  "method": "ωB97M-V/def2-TZVPD",
  "fmax_ev_per_a": 2.9,
  "smiles": "[O-]P1[NH2+][C@@H]1CO",
  "multiplicity": 1,
  "orbital_gap_ha": 0.3338,
  "lumo_ha": 0.01489,
  "species": ["O", "P", "N", "C", "C", "O", "H", "H", "H", "H", "H", "H"],
  "coordinates": [[-3.241, -0.503, 0.608], [-2.285, -0.447, -0.492], [-1.062, 1.212, -0.042], [-0.642, -0.174, 0.278], [0.691, -0.644, -0.292], [1.147, -1.898, 0.127], [-0.567, 1.388, -0.895], [-1.137, 1.901, 0.750], [-0.760, -0.454, 1.301], [0.878, -0.481, -1.421], [1.470, 0.101, 0.007], [0.492, -2.649, -0.125]]
}

---

{
  "formula": "C2H6NO2P",
  "method": "ωB97M-V/def2-TZVPD",
  "fmax_ev_per_a": 3.5,
  "multiplicity": 1,
  "orbital_gap_ha": [0.2858, 0.2859],
  "lumo_ha": [0.00440, 0.00436],
  "species": ["C", "C", "N", "O", "O", "P", "H", "H", "H", "H", "H", "H"],
  "coordinates": [[-0.319, 0.232, 1.528], [1.213, 0.395, -1.074], [-0.956, -1.737, -1.166], [-1.667, -2.287, -0.429], [-1.504, 1.223, -0.811], [-0.396, 0.358, -0.270], [0.344, -0.446, 2.044], [-0.108, 1.262, 1.873], [-1.350, 0.026, 1.819], [1.786, 1.350, -1.177], [1.785, -0.271, -0.309], [1.172, -0.105, -2.028]]
}

---

{
  "formula": "C2H6NO3",
  "method": "ωB97M-V/def2-TZVPD",
  "fmax_ev_per_a": 2.0,
  "multiplicity": 1,
  "orbital_gap_ha": 0.2620,
  "charge": -1,
  "lumo_ha": 0.14316,
  "species": ["O", "C", "N", "C", "O", "H", "H", "H", "H", "H", "H", "O"],
  "coordinates": [[1.624, -0.075, -1.308], [0.408, 0.025, -1.035], [-0.291, -0.946, -0.466], [-1.761, -0.767, 0.076], [-2.542, -0.076, -0.685], [-0.015, 1.035, -1.016], [0.332, -1.745, -0.450], [-1.490, -0.384, 1.095], [-2.077, -1.848, 0.156], [1.501, 0.949, 2.579], [2.638, 1.544, 1.769], [2.162, 1.615, 2.578]]
}

---

{
  "formula": "C2H6NO3",
  "method": "ωB97M-V/def2-TZVPD",
  "fmax_ev_per_a": 2.7,
  "multiplicity": 1,
  "orbital_gap_ha": 0.3109,
  "charge": -1,
  "lumo_ha": 0.15904,
  "species": ["O", "C", "O", "C", "N", "H", "H", "H", "H", "H", "H", "O"],
  "coordinates": [[1.494, -0.696, 1.650], [0.648, -0.430, 0.766], [-0.519, -0.867, 0.665], [1.125, 0.764, -0.156], [0.834, 0.519, -1.591], [0.564, 1.676, 0.071], [2.184, 1.002, -0.094], [-0.010, -0.020, -1.730], [1.547, -0.043, -2.030], [-2.676, -0.867, 0.165], [-2.122, -0.478, 1.298], [-3.067, -0.560, 0.988]]
}

---

{
  "formula": "C2H6NO3",
  "method": "ωB97M-V/def2-TZVPD",
  "fmax_ev_per_a": 1.1,
  "multiplicity": 1,
  "orbital_gap_ha": 0.3150,
  "charge": -1,
  "lumo_ha": 0.15191,
  "species": ["C", "N", "C", "O", "O", "H", "H", "H", "H", "H", "H", "O"],
  "coordinates": [[0.726, 1.431, 1.303], [-0.445, 1.018, 0.607], [-0.650, -0.366, 0.302], [-1.269, -0.559, -0.783], [-0.251, -1.192, 1.132], [1.618, 1.527, 0.658], [0.995, 0.712, 2.076], [0.660, 2.405, 1.805], [-0.713, 1.600, -0.169], [-0.799, -1.818, -1.902], [0.531, -2.350, -2.448], [-0.403, -2.408, -2.583]]
}